(1)
Formula: C3H9N3O
Source: the Open Molecules 2025 dataset
Level of theory: the ωB97M-V functional and the def2-TZVPD basis

Each line ends with the Löwdin charge.
Positions of all 16 atoms, in Å:
C: 0.4601 -0.7999 1.9373  0.0306
C: 0.1317 -1.0201 0.6572  -0.1378
C: 0.4290 -0.1103 -0.4127  -0.3650
N: 1.3247 0.9139 -0.1485  0.1060
N: 0.2069 -0.1494 -1.8069  -0.0453
N: -1.4719 1.2455 0.0383  -0.0098
O: -0.8210 -1.0964 -2.0570  -0.0613
H: 0.0778 -1.4828 2.6342  0.0420
H: 1.1479 -0.0061 2.1574  0.0496
H: -0.4400 -1.7736 0.2280  0.0803
H: 1.3948 1.3075 0.7506  0.0627
H: 1.3764 1.7188 -0.7268  0.0857
H: -0.1640 0.8009 -2.1240  0.1520
H: -0.1928 -1.7783 -2.3457  0.1037
H: -1.3247 1.7003 0.9327  -0.0430
H: -2.1348 0.5297 0.2858  -0.0502

Cartesian forces, eV/Å:
C 0.4 -0.3 -1.5
C 0.3 1.2 -1.2
C 0.4 4.7 0.5
N 0.9 -0.6 -0.4
N -0.9 0.9 0.9
N 0.7 -0.5 -0.9
O 1.1 -0.5 -0.5
H -0.1 -0.5 1.2
H -0.1 0.1 0.6
H -1.3 -1.8 0.3
H -0.2 -0.4 1.4
H -0.3 0.1 -1.3
H 0.5 -1.7 0.8
H -1.1 -0.5 -0.3
H 0.4 0.1 0.4
H -0.6 -0.4 -0.1

Properties
HOMO-LUMO gap (alpha / beta) (eV): 6.556 / 8.712
Multiplicity: 1

---

(2)
Formula: C3H9N3O
Source: the Open Molecules 2025 dataset
Level of theory: the ωB97M-V functional and the def2-TZVPD basis

Each line ends with the Löwdin charge.
Positions of all 16 atoms, in Å:
O: -0.5608 1.2794 2.1507  0.0553
C: -0.5267 0.1955 1.6349  -0.5151
N: -1.6256 -0.6481 1.6170  0.1481
C: 0.6519 -0.1795 0.6606  -0.1497
N: 0.1404 -0.1971 -0.6904  -0.0782
C: 0.7880 0.3613 -1.8568  -0.2995
N: 0.9593 -0.6253 -2.9571  -0.0038
H: -2.4449 -0.1533 1.9258  0.1071
H: -1.4386 -1.5898 1.3540  0.0872
H: 1.3262 0.6649 0.7960  0.1127
H: 1.1794 -1.1074 0.9360  0.1069
H: -0.4936 -0.9663 -0.8387  0.1031
H: 0.1608 1.2200 -2.1008  0.1081
H: 1.7972 0.7126 -1.6725  0.1051
H: 1.0708 -0.1071 -3.8218  0.0565
H: 1.8655 -1.0485 -2.7936  0.0560

Cartesian forces, eV/Å:
O 0.0 0.6 0.6
C 0.0 -0.8 -1.7
N 2.0 1.5 0.2
C -0.2 0.3 0.5
N -0.1 -0.6 0.6
C -0.1 -0.3 0.0
N -0.4 0.5 0.4
H -0.5 -1.0 0.1
H -0.9 -0.5 0.0
H 0.2 -0.2 -0.1
H -0.1 0.1 0.2
H 0.1 0.1 -0.6
H 0.3 0.0 -1.0
H 0.0 0.5 1.0
H -0.2 0.0 -0.1
H -0.1 -0.3 -0.1

Properties
HOMO-LUMO gap (eV): 9.290
Structure (SMILES): NCNCC(N)=O
Multiplicity: 1

---

(3)
Formula: C3H9N3O
Source: the Open Molecules 2025 dataset
Level of theory: the ωB97M-V functional and the def2-TZVPD basis

Each line ends with the Löwdin charge.
Positions of all 16 atoms, in Å:
C: -0.6935 -0.9236 1.8736  -0.0807
N: -0.3523 -1.2381 0.4887  -0.1167
H: -0.1974 -2.2265 0.3084  0.1377
H: 0.6983 -0.3797 0.0196  0.1314
H: 0.1406 -1.2306 2.5051  0.0872
H: -1.6171 -1.4212 2.1685  0.0855
H: -0.8063 0.1515 2.0167  0.0859
C: 1.0611 0.6355 -0.8371  -0.4759
N: 0.7829 1.9489 -0.5683  0.0550
C: -1.1382 -0.5505 -0.5778  -0.2991
N: 1.8345 0.1909 -1.7571  0.0232
O: -1.9353 0.3258 -0.3373  0.0649
H: 1.0031 2.6352 -1.2821  0.0829
H: -0.1201 2.1152 -0.1388  0.0658
H: 2.2431 0.9461 -2.3224  0.0144
H: -0.9035 -0.9788 -1.5597  0.1384

Cartesian forces, eV/Å:
C 0.1 -0.1 0.0
N -2.1 -0.2 -0.6
H -0.1 0.2 -0.1
H 1.2 3.6 -2.3
H -0.1 -0.2 0.0
H 0.0 0.1 0.2
H -0.1 -0.1 -0.3
C 1.1 -2.2 1.5
N -0.5 0.5 0.2
C -0.8 -1.0 1.9
N 0.0 0.2 0.0
O 1.2 -1.0 -0.3
H 0.0 -0.1 0.0
H 0.3 0.0 0.0
H -0.2 0.0 -0.1
H 0.0 0.2 0.0

Properties
HOMO-LUMO gap (eV): 8.974
Multiplicity: 1

---

So what do the calculations give for energy relative to the best compared isomer or geometry (same formula, charge and spin)? Going down the list: 143.9 31.5 71.9 kcal/mol.